--- one ---
The molecule C3H5NO3, computed with ωB97M-V/def2-TZVPD.

Total charge: 0
Frontier orbital gap, eV: 10.26
SMILES string: C=C/C(O)=N\OO
E_LUMO, Eh: 0.01887

XYZ file:
```
12
C3H5NO3 (ωB97M-V/def2-TZVPD)
C 0.2549 -0.7607 0.0520
C 0.0539 0.4070 0.9435
C -1.0962 0.6177 1.6016
O 1.3318 0.5798 -1.2747
O 0.6616 1.2640 -2.3463
O -0.4160 -1.8542 0.4523
N 0.8269 -0.7636 -1.0945
H 0.8727 0.6031 -3.0269
H -0.2558 -2.5487 -0.2072
H 0.8981 1.0710 1.0893
H -1.1887 1.4384 2.3040
H -1.9432 -0.0539 1.5069
```

--- two ---
The molecule C3H5NO3, computed with ωB97M-V/def2-TZVPD.

Total charge: 0
Frontier orbital gap, eV: 10.28
SMILES string: O=CNCC(=O)O
E_LUMO, Eh: 0.01392

XYZ file:
```
12
C3H5NO3 (ωB97M-V/def2-TZVPD)
C -1.3641 -1.1733 0.7554
N -0.0810 -0.9056 0.4907
C 0.4737 0.4638 0.6383
C 0.8789 1.0743 -0.6591
O -0.2448 1.4331 -1.2568
O 2.0236 1.1917 -1.0357
O -1.6282 -2.2972 1.1308
H -1.9960 -0.3395 0.5828
H 0.5634 -1.6856 0.5981
H -0.3685 1.2631 1.0771
H 1.3910 0.3427 1.3000
H -0.1579 1.9484 -2.1072
```

--- three ---
The molecule C3H5NO3, computed with ωB97M-V/def2-TZVPD.

Total charge: 0
Frontier orbital gap, eV: 10.82
SMILES string: N#CCC(O)(O)O
E_LUMO, Eh: 0.01472

XYZ file:
```
12
C3H5NO3 (ωB97M-V/def2-TZVPD)
C 1.0956 -1.5081 0.1540
C -0.0385 -0.8338 0.7012
C -0.2847 0.6601 -0.1855
N 2.0355 -1.9743 -0.2957
O 0.8461 1.4203 -0.1275
O -0.5022 0.2448 -1.4594
O -1.4614 1.2769 0.2954
H -0.8355 -1.4763 0.4084
H 0.3124 -0.6085 1.7266
H 1.4318 0.9909 -0.6868
H -1.4734 -0.0257 -1.5785
H -1.1258 1.8339 1.0479
```

The structure with the least stability is one.

--- one ---
A cluster of 2 separate species, C3H7O2 in total, computed with ωB97M-V/def2-TZVPD.

Total charge: -1
Frontier orbital gap, eV: 7.02
E_LUMO, Eh: 0.16162

XYZ file:
```
12
C3H7O2 (ωB97M-V/def2-TZVPD)
C 0.4505 0.5095 -1.9027
O 1.0119 -0.5111 -1.0649
H -0.2986 1.1434 -1.3947
H 1.3140 1.0850 -2.2515
H -0.0714 0.0597 -2.7901
O -1.5698 0.7177 0.6295
C -0.7095 0.3369 1.4644
C -0.1928 -0.9772 1.6058
H -0.2631 1.0721 2.2152
H -0.8110 -1.8009 1.2302
H 0.4964 -1.1161 2.4130
H 0.6434 -0.5189 -0.1541
```

--- two ---
A cluster of 3 separate species, C3H7O2 in total, computed with ωB97M-V/def2-TZVPD.

Total charge: -1
Frontier orbital gap, eV: 6.88
E_LUMO, Eh: 0.15445

XYZ file:
```
12
C3H7O2 (ωB97M-V/def2-TZVPD)
C -0.2431 -0.1010 2.6963
O -0.9478 -0.1469 3.6819
H -0.2739 0.7172 1.9545
H 0.5605 -0.8493 2.5518
H -1.3272 -0.7212 -4.5070
C 1.2801 0.5807 -0.2758
C 0.0638 -0.0175 -0.5381
O -0.6401 -0.8261 0.1528
H 1.6527 1.2096 -1.0737
H 1.8039 0.4811 0.6718
H -0.3839 0.2772 -1.5095
H -1.5450 -0.6038 -3.8051
```

The structure with the least stability is two.